{"formula": "C33H61N2O24P3", "method": "the ωB97M-V functional and the def2-TZVPD basis", "elements": ["P", "P", "P", "O", "O", "O", "O", "O", "O", "O", "O", "O", "O", "O", "O", "O", "O", "O", "O", "O", "O", "O", "O", "O", "O", "O", "O", "N", "N", "C", "C", "C", "C", "C", "C", "C", "C", "C", "C", "C", "C", "C", "C", "C", "C", "C", "C", "C", "C", "C", "C", "C", "C", "C", "C", "C", "C", "C", "C", "C", "C", "C", "H", "H", "H", "H", "H", "H", "H", "H", "H", "H", "H", "H", "H", "H", "H", "H", "H", "H", "H", "H", "H", "H", "H", "H", "H", "H", "H", "H", "H", "H", "H", "H", "H", "H", "H", "H", "H", "H", "H", "H", "H", "H", "H", "H", "H", "H", "H", "H", "H", "H", "H", "H", "H", "H", "H", "H", "H", "H", "H", "H", "H"], "coordinates": [[1.288, -0.835, -4.537], [4.475, -0.222, -0.200], [-0.798, 4.218, -1.217], [2.295, -1.552, -3.528], [-4.481, -3.168, -0.922], [-1.408, 5.017, -2.405], [-5.862, -1.766, 0.159], [2.450, 0.138, 3.593], [-0.502, 2.788, -1.876], [1.207, -5.395, -0.541], [3.667, 1.116, -0.310], [1.043, -1.613, -5.757], [0.076, -0.511, -3.646], [0.623, 4.852, -1.054], [-1.714, 4.290, -0.066], [3.640, -1.339, 0.236], [-4.614, 1.077, -3.269], [-4.312, -3.007, 1.303], [5.170, -0.290, -1.566], [2.056, 0.572, -4.734], [2.841, -7.035, -0.569], [3.119, 0.520, 5.750], [-4.674, 1.013, -1.066], [1.517, -6.736, 1.202], [2.644, -1.555, 5.088], [-4.884, 2.992, -2.129], [5.725, 0.141, 0.697], [0.639, -1.448, 0.753], [-0.419, 0.275, 6.095], [-0.879, 5.327, -3.691], [0.827, 6.183, -0.512], [-5.578, -3.421, -3.141], [2.723, 0.760, -6.021], [1.943, 2.340, 2.794], [-4.834, -2.626, 0.287], [0.105, -5.693, 2.921], [-4.162, 1.745, 1.272], [-0.174, -1.418, -0.385], [2.855, 1.513, 3.603], [-6.342, -1.895, -1.209], [-0.129, 1.722, -0.931], [-0.153, -1.237, 1.838], [2.146, -2.900, -3.150], [-1.252, -0.209, -4.081], [0.380, -4.843, 0.502], [-1.487, -1.129, 1.429], [-4.812, 3.310, -0.659], [-1.484, -1.203, -0.009], [1.979, -6.435, -0.062], [5.722, -0.256, 2.133], [0.264, -6.007, 1.475], [6.217, -1.276, -1.859], [-5.148, -2.435, -1.999], [-1.360, 1.828, 4.794], [2.907, 1.803, 5.139], [-0.356, 1.524, 6.751], [-4.724, 1.704, -2.252], [-0.936, 2.484, 6.043], [-5.021, 1.972, -0.002], [2.669, -0.390, 4.823], [3.806, 2.096, -1.397], [-0.961, 0.486, 4.843], [-4.723, -3.697, -3.803], [-1.115, -0.305, 4.136], [2.962, 2.036, -1.995], [-1.956, 2.135, 3.938], [-0.805, 0.853, -1.222], [0.932, 1.463, -1.036], [-4.305, 2.626, 1.932], [3.778, 2.469, 5.305], [6.520, -1.280, -2.900], [-1.478, 6.056, -4.177], [-0.558, -4.560, -0.016], [2.054, 3.362, 3.029], [-1.125, 3.479, 6.319], [-1.146, 0.859, -4.365], [-2.386, -1.330, -0.606], [-5.634, 4.028, -0.466], [-7.152, -2.646, -1.177], [-4.450, 0.844, 1.786], [2.856, -3.510, -3.721], [1.640, -1.489, 0.910], [-4.453, -1.698, -2.370], [0.265, -1.623, -1.330], [1.166, 6.792, -1.337], [-0.322, 2.066, 0.052], [1.133, -3.297, -3.395], [2.427, -2.943, -2.073], [0.009, 6.580, -0.002], [0.105, 1.630, 7.690], [2.238, 2.235, 1.738], [-6.230, -2.931, -3.901], [0.223, -6.591, 3.536], [0.952, -3.982, 0.837], [1.926, 2.208, 5.450], [-3.904, 3.761, -0.408], [-2.321, -0.994, 2.158], [0.158, 5.612, -3.498], [2.937, -0.211, -6.477], [3.663, 1.178, -5.644], [1.564, 6.180, 0.283], [0.862, 2.132, 2.961], [0.040, -0.569, 6.435], [3.807, 3.059, -0.897], [6.462, 0.411, 2.591], [5.745, -2.261, -1.623], [-0.858, -5.217, 3.098], [-0.842, 4.442, -4.312], [-1.974, -0.395, -3.263], [3.829, 1.587, 3.090], [2.153, 1.440, -6.637], [7.088, -1.070, -1.251], [-6.709, -0.917, -1.551], [0.900, -4.989, 3.218], [-3.125, 1.598, 0.980], [0.291, -1.115, 2.819], [-0.474, -6.734, 1.110], [4.770, -0.073, 2.614], [6.004, -1.278, 2.167], [4.726, 1.966, -1.999], [-6.063, 1.720, 0.209], [-6.092, -4.269, -2.723], [-1.543, -0.800, -4.980]], "forces_ev_per_a": [[2.0456, -0.4184, -0.4831], [-0.2182, 0.5767, 0.6352], [-0.9924, -0.5722, -0.8264], [-0.2242, 1.3815, -0.3827], [-0.2165, 0.6990, -0.2109], [-1.5134, 0.5440, -0.7206], [0.3749, -0.1134, -0.6191], [0.0276, -0.3317, 0.8893], [0.3577, 0.8381, 1.0889], [1.1896, -1.0581, -0.6718], [-0.3431, 0.7960, -0.8957], [-0.2935, 0.3308, -0.0395], [-0.8299, -0.4803, 1.3284], [1.1930, 0.4107, 0.9540], [0.6409, -0.3159, -0.0633], [0.0088, -0.3621, 0.3644], [-0.0692, 0.5003, -0.4519], [-0.7256, 1.0238, -0.7673], [1.4571, -0.6255, -2.5016], [-1.1885, -0.9732, -0.5008], [1.2481, -0.2787, -1.3634], [-0.8182, 0.5023, -1.6117], [-0.0065, 1.6932, 0.3535], [0.0290, 0.6854, -0.0039], [-0.7008, 0.2917, -0.3739], [0.1688, 1.0757, 1.8040], [-0.0883, -0.5444, 1.9398], [-1.2901, 0.5606, 0.0736], [0.7093, 1.3701, 0.1783], [1.4512, -1.2805, 1.0539], [1.1971, -0.9655, -0.4485], [0.8825, 1.4628, -0.7141], [0.9571, -0.3535, 1.7137], [-1.4231, -0.3984, -1.0846], [0.7137, -1.6488, 0.3970], [0.7986, 0.3547, 0.4534], [-0.5213, 0.6249, -0.9881], [0.6664, -0.3471, 0.9682], [0.4504, -0.1578, 0.9692], [-0.1999, 0.3658, 0.0122], [-0.9134, -1.0891, -1.9667], [-1.3058, 0.1474, -0.0355], [-0.0836, -1.0244, 0.3322], [0.0157, 0.8159, -1.0218], [-0.0167, -0.3289, -1.0547], [0.6966, 0.3638, 0.8413], [-2.4340, 0.0229, -1.3113], [0.1245, -0.9928, 1.1618], [-2.8962, 1.1306, 2.3305], [0.4193, 1.5623, -1.1914], [0.5448, -1.0012, -1.1623], [-1.4137, -0.7992, 0.7912], [-0.8130, -1.5381, -0.0432], [0.4060, -1.2833, 0.0413], [0.3746, 0.6795, -1.1573], [0.4890, -2.3925, 0.4119], [0.5110, -2.6564, -0.0894], [-1.3568, -1.0847, -3.2137], [0.3562, -1.5841, 0.6863], [1.3834, -1.0184, 0.5688], [1.6926, -0.0485, 1.6177], [-0.5802, 1.7036, 1.2606], [-0.3585, -0.1816, 1.0217], [-0.0525, -0.1072, -0.0181], [-1.5700, -0.2967, -1.2558], [0.2760, 0.5885, 0.3581], [1.2197, 1.2163, 0.7107], [-0.3443, 0.0542, -0.1646], [0.3156, -0.5492, -0.2755], [-0.7528, -0.3316, 0.4761], [-0.4614, 0.4758, -0.1692], [-0.4175, 0.8113, -0.0468], [0.4328, 0.0559, 0.7385], [0.3796, 1.3873, 0.4037], [-0.0204, 0.9899, 0.3030], [-1.0110, -0.5287, 0.2337], [0.4470, 0.3233, -0.1072], [0.4301, -0.4812, -0.1032], [0.2354, 0.3807, -0.1900], [-0.3827, -0.2784, 0.2241], [-0.0723, 0.0915, 0.1213], [0.1476, 0.0159, -1.0694], [-0.0161, 0.5085, -0.0253], [0.1245, 0.0356, -0.6043], [-0.0328, 0.3626, -0.0409], [-0.3059, 0.0318, 1.1318], [0.6100, 0.3095, 0.5784], [-0.5656, -0.2533, -0.7005], [-1.9831, 0.5092, 0.2087], [0.4288, -0.2376, 1.0138], [-0.5392, -0.0851, 0.2123], [0.0464, 0.0180, 0.9129], [-0.2301, 0.1414, -0.1510], [-0.4508, 0.1532, 0.6199], [0.5936, 0.0195, 0.1177], [1.6807, 0.5440, -0.0079], [0.6661, -0.1606, -1.0916], [-0.0260, 0.5108, -0.5712], [-0.2977, 0.3322, -0.2060], [0.0163, 0.2863, -0.8833], [0.6179, -0.5150, -0.2262], [0.7303, -0.2148, -0.1563], [-0.2336, 0.4672, -0.2934], [0.1334, 0.1343, -0.0559], [-0.0547, -0.4095, -0.0743], [0.7960, 0.5605, -0.1519], [-0.0621, -0.0805, 0.0465], [-0.1504, -0.3604, -0.1288], [0.6156, 0.2888, -0.3695], [0.0288, -0.1848, 0.7041], [-0.0432, 0.0140, -0.1950], [0.0430, -0.0367, 0.2812], [0.1582, -0.3962, 0.1684], [-0.3007, -0.1657, -0.0074], [0.1761, 0.4241, 0.0373], [-0.0618, -0.2058, -0.2104], [-0.3333, 0.4517, 0.2049], [-0.2237, -0.2593, -0.2346], [0.1960, -0.8418, 0.3160], [-0.5369, -0.1032, 0.5460], [-0.0608, 0.4776, 0.1123], [-0.0351, -0.4309, 0.0708], [0.3370, 0.2776, 0.6612]], "mulliken_charge": [0.302, 0.487, 0.413, 0.216, -0.361, -0.385, -0.335, 0.037, 0.364, -0.345, 0.286, -0.829, 0.290, -0.120, -0.756, -0.452, -0.603, -0.562, -0.187, -0.177, -0.522, -0.387, -0.003, -0.420, -0.572, -0.399, -0.414, 1.433, 0.001, -0.624, -0.946, -1.555, -0.829, -1.135, 0.640, -1.314, -1.195, -1.887, 0.630, -0.475, 0.450, -1.462, -0.733, -0.521, 0.302, 0.277, -0.226, 0.512, 0.606, -0.051, 0.565, -0.799, 1.213, 0.039, -0.458, -0.819, 0.509, -0.869, 0.372, 0.269, -0.806, -0.633, 0.360, 0.472, 0.300, 0.506, -0.418, -0.376, 0.433, 0.373, 0.242, 0.262, 0.033, 0.615, 0.511, 0.261, 0.071, 0.308, 0.390, 0.553, 0.369, 0.075, -0.241, 0.482, 0.312, 0.566, 0.271, 0.172, 0.401, 0.448, -0.105, 0.365, 0.384, -0.212, 0.139, 0.067, 0.588, 0.286, 0.374, 0.258, 0.266, 0.044, 0.288, 0.253, 0.268, 0.315, 0.346, 0.194, -0.074, 0.441, 0.216, 0.297, 0.219, 0.279, 0.037, 0.087, 0.257, -0.324, 0.347, 0.285, 0.214, 0.392, 0.412], "smiles": "C[C@H]1COC(=O)O1.C[C@H]1COC(=O)O1.C[C@H]1COC(=O)O1.C[C@H]1COC(=O)O1.COP(=O)(OC)OC.COP(=O)(OC)OC.COP(=O)(OC)OC.c1cc[nH]c1.c1cc[nH]c1", "max_force_ha_per_bohr": 0.076, "charge": 0, "orbital_gap_ev": 8.246}